No. 1
92
Properties=species:S:1:pos:R:3 method="wB97M-V/def2-TZVPD" smiles=C#C[C@@H](OCCCC(C)C)[C@@H](CCOCC)NCl.CC(C)O.CC(C)O.CC(C)O.CC(C)O molar_mass_g_mol=516.2 orbital_gap_ev=9.605 lumo_energy_ev=0.6 max_force_ev_per_a=1.571
C -4.64 1.68 -1.25
C -3.66 1.34 -1.86
C -2.43 0.84 -2.52
O -1.28 1.27 -1.84
C -1.18 2.68 -1.68
C -1.22 3.49 -2.98
C -2.63 4.03 -3.35
C -2.62 5.33 -4.20
C -1.43 5.33 -5.18
C -3.94 5.34 -5.02
C -2.41 -0.77 -2.49
C -1.32 -1.30 -1.56
C -1.28 -2.83 -1.40
O -0.86 -3.53 -2.55
C -1.91 -3.92 -3.41
C -2.86 -4.98 -2.83
N -3.74 -1.25 -2.16
Cl -4.72 -1.58 -3.52
H -5.30 2.14 -0.56
H -2.45 1.14 -3.57
H -1.90 3.06 -0.95
H -0.20 2.85 -1.24
H -0.60 4.37 -2.81
H -0.77 2.94 -3.81
H -3.12 3.25 -3.95
H -3.19 4.14 -2.42
H -2.55 6.20 -3.55
H -0.58 5.80 -4.68
H -1.17 4.33 -5.51
H -1.70 5.92 -6.06
H -4.64 4.60 -4.65
H -4.39 6.33 -5.07
H -3.69 5.04 -6.04
H -2.14 -1.04 -3.52
H -1.53 -0.89 -0.57
H -0.34 -0.97 -1.86
H -2.23 -3.16 -0.98
H -0.53 -3.03 -0.63
H -2.52 -3.10 -3.78
H -1.44 -4.36 -4.29
H -3.60 -4.47 -2.21
H -2.36 -5.71 -2.18
H -3.43 -5.47 -3.61
H -3.73 -2.02 -1.50
C 1.85 -0.41 0.62
C 1.47 -0.99 1.98
C 2.70 -1.43 2.75
O 0.59 -2.10 1.79
H 2.36 -1.16 0.02
H 0.96 -0.11 0.07
H 2.50 0.46 0.74
H 0.91 -0.25 2.55
H 3.24 -2.21 2.21
H 2.41 -1.85 3.72
H 3.37 -0.59 2.93
H 1.07 -2.76 1.27
C 1.80 -4.19 -4.43
C 1.82 -5.13 -5.63
C 2.46 -6.46 -5.27
O 2.53 -4.52 -6.70
H 2.82 -3.97 -4.09
H 1.34 -3.24 -4.70
H 1.24 -4.62 -3.60
H 0.80 -5.29 -5.98
H 3.50 -6.32 -4.96
H 2.48 -7.12 -6.14
H 1.92 -6.96 -4.46
H 3.44 -4.37 -6.41
C 3.04 0.05 6.89
C 4.26 -0.52 6.19
C 5.50 -0.43 7.07
O 4.49 0.20 4.97
H 3.18 1.10 7.14
H 2.16 -0.01 6.25
H 2.83 -0.50 7.82
H 4.08 -1.56 5.91
H 5.72 0.61 7.32
H 6.37 -0.83 6.55
H 5.36 -0.99 8.00
H 4.65 1.12 5.19
C -0.44 2.16 7.26
C 0.59 3.29 7.24
C 0.97 3.70 8.66
O 0.05 4.41 6.54
H -1.36 2.48 7.76
H -0.71 1.88 6.24
H -0.05 1.28 7.77
H 1.47 2.97 6.70
H 0.10 4.07 9.20
H 1.70 4.51 8.63
H 1.41 2.86 9.21
H -0.74 4.70 7.01

---

No. 2
92
Properties=species:S:1:pos:R:3 method="wB97M-V/def2-TZVPD" molar_mass_g_mol=615.6 orbital_gap_ev=7.998 charge=+1 lumo_energy_ev=-3.3 max_force_ev_per_a=9.538
C -3.08 -3.50 -1.30
C -3.07 -3.90 0.23
O -2.52 -5.23 0.45
P -2.06 -5.35 2.08
O -1.84 -6.83 2.35
C -3.42 -4.66 3.15
C -3.12 -5.09 4.65
N -2.94 -3.98 5.61
C -2.06 -2.90 5.11
C -2.78 -1.57 4.66
N -3.92 -1.15 5.56
C -4.90 -2.30 5.52
C -4.18 -3.51 6.24
O -0.59 -4.55 2.26
C 0.38 -5.33 3.00
C 1.60 -4.42 3.52
H -3.49 -2.45 -1.42
H -2.06 -3.57 -1.77
H -3.79 -4.18 -1.84
H -4.14 -3.93 0.59
H -2.45 -3.14 0.80
H -4.37 -5.21 2.84
H -3.64 -3.57 3.00
H -2.17 -5.70 4.68
H -3.93 -5.82 4.98
H -1.37 -2.62 5.96
H -1.37 -3.23 4.27
H -3.18 -1.56 3.61
H -2.02 -0.72 4.70
H -4.38 -0.33 5.14
H -3.62 -0.91 6.51
H -5.77 -2.00 6.18
H -5.21 -2.56 4.47
H -3.97 -3.32 7.34
H -4.92 -4.37 6.23
H -0.12 -5.76 3.91
H 0.84 -6.18 2.44
H 2.56 -4.78 3.05
H 1.46 -3.34 3.25
H 1.65 -4.56 4.64
O -2.14 1.64 0.90
P -0.63 1.65 0.68
O -0.26 0.21 1.42
C -0.59 -1.00 0.75
C 0.43 -1.33 -0.32
O -0.24 2.67 1.92
C -1.14 3.69 2.34
C -1.85 3.26 3.61
O 1.00 1.77 0.18
C 1.26 2.65 -0.94
C 1.12 4.11 -0.55
H -1.60 -0.93 0.32
H -0.60 -1.79 1.50
H 0.40 -0.60 -1.13
H 0.25 -2.32 -0.74
H 1.44 -1.31 0.09
H -1.85 3.94 1.55
H -0.55 4.59 2.54
H -2.38 2.31 3.48
H -2.57 4.02 3.93
H -1.13 3.11 4.42
H 0.58 2.40 -1.76
H 2.28 2.46 -1.27
H 0.07 4.36 -0.33
H 1.45 4.76 -1.36
H 1.70 4.33 0.35
O 3.33 3.88 -4.22
P 3.84 3.60 -5.64
O 5.44 3.56 -5.22
C 5.93 2.41 -4.55
C 6.19 1.27 -5.52
O 3.81 5.16 -6.18
C 2.80 6.07 -5.73
C 3.38 7.00 -4.68
O 4.35 3.16 -7.21
C 3.34 2.58 -8.06
C 2.33 3.61 -8.53
H 5.24 2.10 -3.76
H 6.87 2.69 -4.07
H 5.25 0.90 -5.94
H 6.68 0.43 -5.01
H 6.81 1.60 -6.35
H 1.93 5.54 -5.36
H 2.48 6.65 -6.59
H 3.79 6.44 -3.84
H 2.61 7.68 -4.30
H 4.19 7.59 -5.10
H 2.84 1.76 -7.53
H 3.86 2.15 -8.92
H 1.71 3.96 -7.70
H 1.66 3.19 -9.28
H 2.83 4.48 -8.95

---

No. 3
69
Properties=species:S:1:pos:R:3 method="wB97M-V/def2-TZVPD" molar_mass_g_mol=603.6 orbital_gap_ev="4.885 / 4.882" charge=-1 lumo_energy_ev="2.5 / 2.5" max_force_ev_per_a=3.982
Lu -0.09 -1.19 1.31
N -0.27 -1.89 3.49
N -0.29 -2.98 -1.44
C 0.80 1.70 0.70
C 1.83 0.78 1.03
C 1.69 0.44 2.42
C 2.63 -0.36 3.21
H 3.55 -0.55 2.66
H 2.22 -1.47 3.46
H 2.89 0.14 4.15
C 0.56 1.16 2.92
C 0.18 1.24 4.35
H 1.05 1.48 4.99
H -0.23 0.29 4.70
H -0.57 2.03 4.51
C 0.00 1.91 1.86
C -1.13 2.87 1.95
H -1.76 2.67 2.82
H -1.76 2.82 1.05
H -0.79 3.92 2.03
C 3.03 0.54 0.19
H 3.74 1.38 0.27
H 2.77 0.44 -0.87
H 3.57 -0.36 0.49
C 0.71 2.50 -0.55
H -0.32 2.82 -0.75
H 1.03 1.90 -1.41
H 1.34 3.41 -0.52
C -1.02 -2.22 4.57
H -0.89 -1.63 5.48
C -1.84 -3.34 4.47
H -2.60 -3.52 5.21
C -1.75 -4.20 3.37
H -2.44 -5.05 3.19
C -0.64 -4.05 2.55
H -0.39 -4.64 1.65
C 0.32 -3.06 3.03
C 1.70 -2.86 3.15
H 2.20 -3.16 2.17
C -0.54 -1.67 -1.43
C 0.50 -3.33 -2.49
H 1.18 -4.15 -2.50
C 0.39 -2.33 -3.41
H 0.57 -2.40 -4.47
N -0.20 -1.25 -2.74
C -0.32 0.03 -3.23
C 0.67 0.51 -4.12
C 0.40 1.70 -4.81
H 1.09 2.04 -5.59
C -0.77 2.43 -4.53
C -1.09 3.64 -5.35
H -1.69 4.35 -4.75
H -1.69 3.34 -6.23
H -0.17 4.12 -5.70
C -1.67 2.00 -3.54
H -2.58 2.58 -3.34
C -1.45 0.81 -2.85
C -2.37 0.38 -1.76
H -2.31 -0.70 -1.55
H -3.41 0.61 -2.02
H -2.17 0.90 -0.82
C 1.98 -0.19 -4.31
H 1.89 -1.16 -4.82
H 2.51 -0.35 -3.36
H 2.62 0.41 -4.95
N -2.32 -0.60 1.62
H -2.51 0.32 2.06
H -2.64 -1.30 2.30
H -2.95 -0.65 0.82

---

No. 4
40
Properties=species:S:1:pos:R:3 method="wB97M-V/def2-TZVPD" smiles="COCCCNC(=O)CN(c1cc(Cl)cc(Cl)c1)S(C)(=O)=O" molar_mass_g_mol=369.3 orbital_gap_ev=9.400 lumo_energy_ev=0.6 max_force_ev_per_a=1.244
C -0.24 -3.68 -3.65
H -0.13 -4.72 -3.98
O 0.19 -3.53 -2.32
C 1.55 -3.88 -2.12
C 1.94 -3.63 -0.67
H 2.91 -4.09 -0.49
C 2.03 -2.14 -0.34
N 0.72 -1.54 -0.43
C 0.38 -0.44 0.25
O 1.10 0.11 1.06
C -1.03 0.09 -0.06
N -1.09 1.52 0.12
C -1.42 2.09 1.34
C -1.47 1.36 2.53
C -1.84 2.00 3.70
C -2.15 3.34 3.75
C -2.08 4.06 2.56
C -1.73 3.46 1.37
H -1.70 4.02 0.45
Cl -2.45 5.74 2.57
H -2.43 3.82 4.67
Cl -1.90 1.08 5.16
H -1.19 0.32 2.56
S -0.02 2.37 -0.89
O -0.70 3.49 -1.44
O 0.50 1.40 -1.81
C 1.30 2.97 0.19
H 0.91 3.75 0.82
H 2.08 3.34 -0.46
H 1.65 2.12 0.77
H -1.28 -0.11 -1.10
H -1.77 -0.39 0.59
H 0.12 -1.91 -1.16
H 2.72 -1.65 -1.03
H 2.39 -1.99 0.68
H 1.20 -4.11 -0.02
H 2.19 -3.29 -2.80
H 1.69 -4.94 -2.37
H -1.29 -3.40 -3.67
H 0.33 -3.03 -4.32

---

No. 5
60
Properties=species:S:1:pos:R:3 method="wB97M-V/def2-TZVPD" molar_mass_g_mol=698.0 orbital_gap_ev=6.456 charge=+1 lumo_energy_ev=-4.5 max_force_ev_per_a=0.710
Pd -0.07 0.11 0.12
O 0.27 1.90 0.87
C -0.74 2.64 1.33
C -0.49 3.51 2.40
C -1.49 4.32 2.90
C -2.77 4.31 2.34
C -3.02 3.49 1.27
C -2.03 2.64 0.76
C -2.24 1.95 -0.47
N -1.48 1.02 -0.91
N -1.47 0.67 -2.25
C -0.26 0.35 -2.63
O 0.75 0.29 -1.83
C -0.05 0.02 -4.06
C -1.07 0.17 -4.99
C -0.86 -0.17 -6.31
C 0.37 -0.68 -6.71
C 1.39 -0.83 -5.78
C 1.19 -0.49 -4.46
H 0.51 3.53 2.82
H -1.26 4.98 3.73
H -3.54 4.96 2.74
H -3.99 3.50 0.79
H -3.00 2.30 -1.17
H -2.02 0.58 -4.67
H -1.65 -0.05 -7.04
H 0.53 -0.95 -7.75
H 2.35 -1.22 -6.10
H 1.98 -0.59 -3.73
C -2.78 -1.87 -1.36
C -1.43 -2.44 -1.10
N -0.43 -1.85 -0.49
C 0.66 -2.68 -0.29
C 0.50 -3.92 -0.82
S -1.05 -4.05 -1.53
C 1.78 -2.12 0.45
C 2.92 -2.73 0.85
S 3.94 -1.58 1.60
C 2.80 -0.34 1.34
N 1.71 -0.78 0.76
C 3.11 1.07 1.70
H -2.94 -0.99 -0.75
H -3.54 -2.61 -1.11
H -2.89 -1.59 -2.41
H 1.19 -4.74 -0.81
H 3.20 -3.76 0.75
H 3.98 1.41 1.13
H 3.35 1.16 2.76
H 2.27 1.71 1.46
Se -1.34 -0.48 2.06
C -0.01 -0.71 3.41
C 0.75 0.35 3.89
C 1.65 0.09 4.91
N 1.82 -1.11 5.47
C 1.07 -2.10 5.01
C 0.15 -1.96 3.98
H 0.63 1.35 3.49
H 2.27 0.89 5.31
H 1.21 -3.07 5.48
H -0.42 -2.81 3.63

---

No. 6
48
Properties=species:S:1:pos:R:3 method="wB97M-V/def2-TZVPD" smiles="C=CCNc1nc2c(c(=O)n(C)c(=O)n2C)n1CCCCCC" molar_mass_g_mol=319.4 orbital_gap_ev=8.351 lumo_energy_ev=0.6 max_force_ev_per_a=1.372
C 1.28 0.70 4.80
C -0.02 0.76 5.01
C -1.09 0.39 4.02
N -0.55 -0.26 2.85
C -1.05 0.01 1.62
N -1.89 1.00 1.36
C -2.09 0.94 0.03
C -1.37 -0.10 -0.54
C -1.45 -0.41 -1.92
O -0.90 -1.34 -2.51
N -2.28 0.49 -2.60
C -3.00 1.55 -2.07
O -3.70 2.25 -2.77
N -2.88 1.76 -0.71
C -3.61 2.84 -0.08
H -4.18 3.35 -0.86
H -2.92 3.52 0.40
H -4.29 2.43 0.67
C -2.45 0.29 -4.04
H -3.50 0.11 -4.27
H -1.84 -0.56 -4.32
H -2.13 1.19 -4.57
N -0.70 -0.70 0.51
C 0.25 -1.77 0.38
C 1.70 -1.32 0.62
C 2.11 -0.12 -0.24
C 2.22 -0.41 -1.75
C 3.62 -0.80 -2.22
C 4.12 -2.14 -1.68
H 5.05 -2.42 -2.17
H 3.38 -2.92 -1.87
H 4.30 -2.08 -0.61
H 3.60 -0.85 -3.31
H 4.33 -0.01 -1.94
H 1.94 0.50 -2.29
H 1.51 -1.18 -2.04
H 1.39 0.68 -0.08
H 3.08 0.24 0.12
H 2.35 -2.17 0.43
H 1.82 -1.04 1.67
H 0.14 -2.16 -0.63
H 0.00 -2.57 1.08
H -0.12 -1.16 2.99
H -1.84 -0.24 4.51
H -1.59 1.29 3.66
H -0.41 1.10 5.96
H 1.99 0.98 5.55
H 1.68 0.38 3.85

---

No. 7
46
Properties=species:S:1:pos:R:3 method="wB97M-V/def2-TZVPD" smiles="O=C(Cc1cccc(NC(=O)c2cccc(COc3ccccc3)n2)n1)NO" molar_mass_g_mol=378.4 orbital_gap_ev=8.526 lumo_energy_ev=-0.2 max_force_ev_per_a=3.894
O 4.24 1.57 -1.02
O -2.84 3.54 2.13
N 1.65 0.44 1.15
N 0.08 2.58 -0.88
O -0.29 3.31 3.27
O -0.35 -1.39 3.51
C 3.11 1.23 -0.73
C -1.89 3.42 1.36
C 2.87 0.42 0.55
C 0.84 1.64 -1.44
C 1.47 -0.28 2.28
C -1.25 2.37 -0.75
C 3.92 -0.33 1.07
C 0.26 0.42 -1.95
C 2.54 -0.97 2.89
C -1.85 1.18 -1.13
C 3.77 -1.01 2.25
C -1.10 0.22 -1.75
C -1.61 -4.35 0.84
C -1.49 -3.07 0.35
C -1.38 -4.61 2.21
C -1.09 -2.07 1.22
C -0.95 -3.58 3.09
C -0.80 -2.30 2.59
N -0.61 3.36 1.87
N 2.17 1.85 -1.55
C 0.20 -0.13 3.06
C -2.03 3.47 -0.13
H -1.08 3.60 3.75
H 4.89 -0.33 0.58
H 0.90 -0.31 -2.38
H 2.42 -1.47 3.83
H -2.92 1.05 -0.90
H 4.60 -1.55 2.63
H -1.54 -0.75 -2.08
H -1.90 -5.18 0.19
H -1.62 -2.89 -0.74
H -1.54 -5.64 2.55
H -1.00 -1.04 0.83
H -0.83 -3.83 4.14
H 0.08 3.22 1.13
H 2.44 2.79 -1.77
H -0.55 0.43 2.53
H 0.41 0.48 3.94
H -1.67 4.43 -0.50
H -3.10 3.43 -0.44

---

No. 8
18
Properties=species:S:1:pos:R:3 method="wB97M-V/def2-TZVPD" molar_mass_g_mol=131.1 orbital_gap_ev=9.146 lumo_energy_ev=0.8 max_force_ev_per_a=5.816
C 0.82 -1.14 -1.92
C 1.16 -0.63 0.59
C 0.26 -0.45 1.73
C -0.89 1.15 0.26
H 0.87 -2.30 -1.86
H 0.37 -0.78 -2.88
H 2.05 -0.87 -1.97
H 1.94 0.15 0.25
H 1.55 -1.72 0.59
H 0.78 -0.48 2.74
H -0.37 -1.31 1.63
H -0.82 0.61 -1.76
H -3.38 2.68 1.28
N 0.28 -0.76 -0.62
N -0.15 0.64 -0.94
N -1.83 1.98 0.08
O -0.38 0.79 1.51
O -2.27 2.43 1.32